This record from the Open Molecules 2025 dataset describes a molecular structure, C13H26Cl2FO12Pd. The level of theory is the ωB97M-V functional and the def2-TZVPD basis.

```
! wB97M-V def2-TZVPD RIJCOSX def2/J DEFGRID3
* xyz 0 4
Pd -1.208 -0.909 -1.982
F -0.366 0.485 -0.550
C 2.792 -2.891 -0.408
O 1.719 -3.416 0.280
C 0.477 -3.177 -0.011
O 0.071 -2.452 -0.912
O -0.423 -4.021 0.600
C -0.156 -4.804 1.702
H 2.622 -2.912 -1.484
H 3.704 -3.480 -0.310
H 2.927 -1.826 -0.219
H 0.561 -5.589 1.461
H -1.057 -5.243 2.131
H 0.321 -4.240 2.504
C -2.145 0.145 2.058
O -2.809 -1.128 2.136
C -2.859 -1.894 1.102
O -2.415 -1.661 -0.007
O -3.522 -3.038 1.498
C -3.958 -3.866 0.405
H -2.560 0.689 1.209
H -1.076 -0.059 2.008
H -2.408 0.642 2.991
H -4.664 -3.350 -0.246
H -4.415 -4.787 0.768
H -3.164 -4.172 -0.276
C -0.387 -0.134 -6.209
O -0.574 1.197 -5.714
C -0.895 1.426 -4.433
O -1.154 0.548 -3.599
O -0.867 2.793 -4.169
C -1.209 3.179 -2.810
H -1.267 -0.307 -6.829
H -0.303 -0.956 -5.499
H 0.444 -0.185 -6.912
H -2.208 2.821 -2.562
H -1.088 4.256 -2.693
H -0.537 2.780 -2.050
C 2.436 5.333 4.248
O 2.884 4.825 3.005
C 1.988 4.315 2.139
O 0.779 4.358 2.156
O 2.704 3.763 1.116
C 1.977 3.033 0.106
H 2.428 6.419 4.156
H 3.023 5.084 5.132
H 1.498 4.890 4.582
H 1.639 3.667 -0.713
H 1.136 2.487 0.532
H 2.503 2.152 -0.262
C 1.688 -0.115 2.056
Cl 1.624 -1.406 3.299
Cl 3.382 0.407 1.879
H 1.239 -0.385 1.100
H 1.128 0.709 2.499
*
```

The HOMO energy (alpha / beta) is -0.16665 / -0.37648 Eh. The largest force on an atom is 3.44 eV/A. For the frontier orbital gap (alpha / beta), the calculation gives 5.163 / 8.891 eV.

The molecule's Mulliken atomic charges, reported in e, are given here: Pd -0.107; F -0.500; C -0.603; O -0.303; C 0.732; O -0.327; O -0.177; C -0.674; H 0.330; H 0.253; H 0.168; H 0.325; H 0.237; H 0.245; C -0.340; O -0.397; C 0.732; O -0.167; O -0.334; C -0.706; H 0.299; H 0.009; H 0.250; H 0.317; H 0.265; H 0.254; C -0.654; O -0.312; C 0.740; O -0.189; O -0.300; C -0.327; H 0.283; H 0.269; H 0.262; H 0.289; H 0.270; H 0.003; C -0.694; O -0.313; C 0.783; O -0.564; O -0.324; C -0.805; H 0.275; H 0.279; H 0.312; H 0.356; H 0.244; H 0.421; C 0.171; Cl -0.179; Cl -0.172; H -0.299; H 0.394